No. 1
110
Properties=species:S:1:pos:R:3:mulliken_charge:R:1 method="wB97M-V/def2-TZVPD" fmax_ev_per_a=3.1 e_tot_ev=-121687.5017 multiplicity=1 total_charge=0 lumo_ha=0.0120
H 1.2494 -3.0610 -1.0914 0.128
H 4.3709 0.8770 0.6123 0.090
H -4.4817 0.4770 -2.9352 0.389
H -0.0076 3.3565 0.7692 0.369
C 0.0519 3.8544 1.7348 -0.628
H 2.1674 -2.2682 0.2500 0.521
H -7.1224 2.2527 -0.9160 0.358
H 7.1009 -4.5009 -1.8809 0.315
H 1.0505 0.2436 -6.9421 0.414
O -2.7545 -0.8149 5.9848 -0.611
H -1.3542 -0.6855 3.4326 0.276
C 7.6226 -3.5759 -1.6419 -0.716
H -1.6421 -3.5022 -0.1794 -0.118
C 1.9613 5.2752 1.7691 0.677
C -0.2879 1.8160 -6.4718 -0.626
O -2.9235 2.2980 4.0938 -0.314
H -5.5082 -3.9567 3.1738 0.314
H -6.2443 2.5133 -2.5057 0.356
O -2.3249 4.0175 5.2123 -0.329
H -3.2998 5.9166 5.0295 0.305
H 1.9254 -0.0794 1.2333 -0.101
F -1.2609 2.7334 -3.1082 -0.250
H -0.0329 -1.6745 5.9192 0.304
C -0.7066 -2.5006 5.6968 -0.979
H -6.5310 -4.1306 1.8166 0.349
C -2.6423 3.5993 3.9959 0.868
C 0.8627 -0.1305 0.9937 -0.643
H -1.5129 -2.4061 2.9857 0.380
C -1.9836 -1.5703 3.5102 -0.565
H -6.7797 -2.7188 2.7001 0.276
H 5.5922 -0.2232 1.0477 0.247
H 2.8182 1.7436 4.2955 0.419
C 0.7278 0.2739 -4.8513 -0.545
H 3.7482 0.1504 -1.7065 0.357
H -6.7569 0.9483 -1.8368 0.315
H 0.4975 -2.9718 0.4718 0.376
H -4.0315 2.1516 2.4019 0.451
H 0.2634 0.7445 1.2257 0.169
S 0.6156 -0.7893 -0.7061 0.655
O -3.6622 -3.0031 -0.1547 -0.239
C -5.9734 -3.3726 2.3831 -0.848
S -2.4081 -2.0523 5.1996 0.498
H -2.8788 -1.4284 2.9027 0.048
H 3.5075 7.1976 1.4739 0.344
C -3.1986 1.6284 2.8658 -0.589
H 4.2241 -0.8050 -3.1085 0.483
C 3.1162 1.6653 3.2505 -0.288
O -3.7587 -4.5801 1.4262 -0.609
C -2.4117 5.4289 5.4242 -0.656
C 5.5718 -2.4348 -1.8821 0.691
H 2.4312 -3.2997 -3.4648 0.005
O 5.2425 -3.0669 -2.8489 -0.541
C 0.1180 0.9897 -3.8252 0.171
H -2.3212 5.6101 6.4916 0.234
H 4.7142 6.1297 0.7226 0.267
H 1.3698 -0.5621 -4.6155 0.427
H -1.5238 5.8445 4.9433 0.269
S 1.8830 -4.1896 -5.6961 0.401
S 4.3137 0.2872 3.0556 0.361
C -0.9535 2.4673 -5.4227 -0.285
H -0.6417 4.6976 1.7444 0.467
S -4.6367 1.7379 -0.8859 0.497
C 0.2392 -4.9193 -5.9628 -0.944
O 1.7061 -2.8531 -6.3602 -0.553
H -1.5913 3.3294 -5.5677 0.440
H 2.2287 1.5053 2.6387 -0.072
H -0.2151 -3.1625 4.9791 0.313
H -2.3693 1.4829 2.1706 0.210
H 4.8450 6.4336 2.3811 0.248
H -2.6881 -4.7091 -0.6962 0.428
C 1.5775 -3.8334 -3.8772 -0.707
H -0.3567 3.2892 2.5736 -0.069
H 0.1208 -5.7981 -5.3232 0.353
O -0.8951 -0.8510 -0.7438 -0.280
H 8.3225 -3.8342 -0.8495 0.256
H -0.5557 -4.2266 -5.6858 0.280
C -2.5541 -3.6237 -0.7664 -0.311
C 1.1857 -2.4502 -0.1892 -1.186
H -0.5370 1.9972 -7.5066 0.364
O 4.8467 -1.4976 -1.2682 -0.109
H -3.4309 1.8014 -3.0171 0.301
H 1.3726 -4.7486 -3.3249 0.543
H 0.7099 -3.1776 -3.9491 0.265
C -6.3317 1.9270 -1.5912 -1.099
H 8.2231 -3.2573 -2.4939 0.291
H 0.5795 -0.9447 1.6636 0.288
O -4.7915 0.5968 0.1032 -0.522
C -0.7103 2.0470 -4.1382 -0.125
O 1.4086 4.1199 2.0438 -0.073
O 3.2915 5.1470 1.9210 -0.322
H 5.6828 1.5073 1.4675 0.475
H 0.2071 0.7648 -2.7686 0.373
H 3.3458 2.6953 2.9633 0.169
O -5.1086 -2.7581 1.4309 -0.187
H -2.9797 0.3088 -2.0374 0.158
C -4.1244 -3.5311 0.9782 0.742
C 4.0938 6.2932 1.6045 -0.753
H -2.4579 -3.2941 -1.7934 0.225
C -3.7489 1.0197 -2.3294 -0.764
O 6.7741 -2.4792 -1.3211 -0.328
C 0.5333 0.7559 -6.1379 -0.398
H -0.7277 -3.1357 6.5851 0.361
C 3.8527 -0.8648 -2.0873 -0.521
C 5.0364 0.6259 1.4448 -0.704
O 3.4459 -0.9124 2.8416 -0.546
H 2.8550 -1.2943 -2.0503 -0.201
H 0.0635 -5.2123 -6.9956 0.341
H -3.5165 0.6036 3.0321 0.166
O -2.8069 4.2651 3.0037 -0.591
O 1.3889 6.2804 1.4440 -0.587

No. 2
100
Properties=species:S:1:pos:R:3:mulliken_charge:R:1 method="wB97M-V/def2-TZVPD" fmax_ev_per_a=3.1 e_tot_ev=-54935.5249 e_above_lowest_kj_mol=0.0 multiplicity=1 total_charge=0 lumo_ha=0.0224
C 0.0315 -2.0368 0.1919 -0.454
H 3.0214 -0.9739 -1.6045 0.195
H -4.4455 -4.4669 -3.3068 0.349
H -2.0523 0.5969 1.2589 0.406
H 1.6952 0.6097 4.0443 0.310
N 6.1733 3.1586 6.3800 -0.308
C 6.6648 0.9386 4.0464 -0.615
H -3.2005 -5.5032 -4.9771 0.279
C -8.4974 1.3097 -3.0187 -0.534
C -3.0091 -0.6004 -4.9984 -1.553
H -9.2571 0.0991 -1.7042 0.296
H 6.8793 0.3041 4.9090 0.312
C -0.6245 0.2742 -5.2047 -0.645
H -3.1752 -4.8297 -2.1413 0.365
H 4.1347 0.1797 -2.2577 0.319
C -6.3135 1.9463 -4.2287 -1.073
H 6.5813 1.2134 7.1550 0.167
H 6.9201 0.3906 3.1393 0.316
O 5.2915 1.2770 3.9671 -0.414
H -2.8405 -1.3969 -2.3743 0.543
H -3.3486 0.3053 -5.4847 0.284
C -2.6795 -3.2502 -3.4733 -0.796
C -1.7913 -0.1603 2.0023 -0.874
C -1.7048 -0.2890 -4.2796 -0.325
H -6.8857 2.3928 -5.0361 0.432
H 3.4596 -1.0099 -3.3296 0.366
C -5.8469 0.5696 -4.7120 -0.755
H 3.6481 -0.2782 1.2998 0.171
H 3.5775 1.3593 5.0033 -0.190
H 1.4359 0.6508 -1.9460 0.221
H -0.0515 -1.7596 3.2848 0.206
H 1.8188 -1.0359 4.6784 0.403
C 2.9136 0.1771 1.9625 -0.276
O -8.5020 0.0921 -2.2828 -0.464
O -6.8263 -3.2551 -4.4427 -0.630
C -4.0761 -1.2184 -4.1100 2.071
C 4.8509 2.8123 5.8658 -1.088
H -6.6454 0.0419 -5.2154 0.489
H 4.1313 2.9112 6.6850 0.387
C 1.5196 -0.4428 3.8090 -0.900
O -6.1959 -1.3498 -3.3351 -0.422
C -3.4797 -2.0430 -2.9664 -1.476
H -9.2425 1.9660 -2.5758 0.403
H -3.0646 -1.6155 1.1331 0.351
C -6.0323 -2.3396 -4.2418 0.405
H -2.8004 -1.3055 -5.7978 0.486
N -2.9367 -5.6921 -4.0205 -0.707
H -6.5842 1.6531 -2.0920 0.288
H -5.0963 0.7537 -5.4739 0.231
O 0.2508 2.1062 -3.9395 -0.632
H 6.1092 2.4435 8.3387 0.366
H 8.3228 3.5784 7.9517 0.409
H -4.9671 0.2697 -2.7689 0.695
H -1.0020 0.9696 -5.9385 0.406
C 2.1127 0.6041 -2.7912 -0.126
C -5.2214 -0.3299 -3.6317 -0.361
H -5.4346 2.5710 -4.0899 0.390
C -7.1446 2.0033 -2.9505 -0.652
H 3.4282 0.9039 2.5950 0.113
H 0.6680 -1.1478 0.2298 -0.036
C 0.0499 -0.6981 3.5469 -0.135
H 0.2872 -2.5826 -0.7173 0.348
H 6.8270 3.1728 5.6099 0.099
H -2.4936 -3.1691 -4.5375 0.347
H -1.7177 -3.2756 -2.9681 0.298
C -3.3766 -4.5886 -3.1798 -0.763
O 8.9730 2.1054 6.6317 -0.337
O -4.8530 -2.1608 -4.9017 -0.473
C -1.9979 -1.5259 1.3537 -0.517
H 0.1829 0.1967 1.7359 -0.037
O 2.3248 -0.8672 2.7202 -0.352
H 4.8922 0.6172 5.8875 0.317
H -1.2890 -1.1475 -3.7721 0.001
O -1.3397 -1.6932 0.1120 -0.285
O 1.3755 0.1404 -3.9268 -0.309
H -1.9282 -5.7578 -4.0024 0.283
H -2.5105 -0.0587 2.8214 0.435
H -4.2527 -2.3975 -2.2940 0.850
H 7.2965 1.8299 4.0776 0.160
C 0.3804 0.9535 -4.3191 0.515
H -1.7524 -2.3555 2.0273 0.369
H -0.1214 -0.5577 -5.6888 0.372
H -7.3395 3.0565 -2.7671 0.490
H 8.8354 3.6670 5.2488 0.286
C 9.5614 3.1555 5.8905 -0.698
H 10.0352 3.8899 6.5475 0.337
N -0.4660 0.1848 2.5102 -0.249
H 8.4293 1.9304 8.5785 0.396
H 10.3261 2.7151 5.2531 0.236
C 3.2322 -0.3780 -2.4816 -1.063
H -8.8123 1.1407 -4.0464 0.260
H -1.9084 0.4594 -3.5144 0.501
C 6.6801 2.2742 7.4209 -0.151
H 0.2432 -2.6756 1.0523 0.337
H -0.5101 -0.5269 4.4713 0.395
H 2.1692 0.6928 1.3424 0.223
C 4.6442 1.4472 5.2153 0.429
H 4.5885 3.5701 5.1238 0.445
C 8.1455 2.5272 7.7075 -0.815
H 2.5250 1.5870 -2.9585 0.327

Table of highest occupied orbital energy (Eh), in record order: -0.3120, -0.3243